{
  "formula": "C55H141N7O18",
  "method": "the ωB97M-V functional and the def2-TZVPD basis",
  "symbols": ["O", "O", "O", "O", "O", "O", "O", "O", "O", "O", "O", "O", "O", "O", "O", "O", "O", "O", "N", "N", "N", "N", "N", "N", "N", "C", "C", "C", "C", "C", "C", "C", "C", "C", "C", "C", "C", "C", "C", "C", "C", "C", "C", "C", "C", "C", "C", "C", "C", "C", "C", "C", "C", "C", "C", "C", "C", "C", "C", "C", "C", "C", "C", "C", "C", "C", "C", "C", "C", "C", "C", "C", "C", "C", "C", "C", "C", "C", "C", "C", "H", "H", "H", "H", "H", "H", "H", "H", "H", "H", "H", "H", "H", "H", "H", "H", "H", "H", "H", "H", "H", "H", "H", "H", "H", "H", "H", "H", "H", "H", "H", "H", "H", "H", "H", "H", "H", "H", "H", "H", "H", "H", "H", "H", "H", "H", "H", "H", "H", "H", "H", "H", "H", "H", "H", "H", "H", "H", "H", "H", "H", "H", "H", "H", "H", "H", "H", "H", "H", "H", "H", "H", "H", "H", "H", "H", "H", "H", "H", "H", "H", "H", "H", "H", "H", "H", "H", "H", "H", "H", "H", "H", "H", "H", "H", "H", "H", "H", "H", "H", "H", "H", "H", "H", "H", "H", "H", "H", "H", "H", "H", "H", "H", "H", "H", "H", "H", "H", "H", "H", "H", "H", "H", "H", "H", "H", "H", "H", "H", "H", "H", "H", "H", "H", "H", "H", "H", "H", "H", "H", "H"],
  "xyz": [[-4.94675, -2.50492, -3.96823], [8.08498, 3.01747, -0.85797], [-0.81774, 0.19198, -4.65498], [3.19118, -1.35255, 2.73662], [-2.50757, -2.38244, 3.37951], [1.90109, -5.26303, 1.27957], [-4.09537, -4.89635, 0.49612], [3.62142, 5.57703, 1.09867], [-0.77829, -7.40761, -2.97506], [-2.92192, -0.21819, -0.34483], [7.88806, 5.82036, -4.40220], [-2.24526, 5.34219, 7.92680], [0.45648, 2.76709, -0.40715], [2.70601, -5.19024, 5.89246], [4.29568, 0.88450, -2.20489], [-1.17621, 3.19460, 3.53419], [-5.21443, 4.58455, -1.18189], [-9.24306, -3.96517, -2.63939], [6.33747, 4.10118, 1.41003], [1.07170, -3.36568, 3.16970], [-7.52650, -1.70258, -3.35585], [-1.23578, -5.22116, -0.15778], [-0.45433, 5.31491, 5.17019], [-0.46113, 0.18824, -1.94413], [5.58533, 4.37777, -1.97900], [6.14491, 4.52577, -3.29573], [-1.44493, -3.30332, 3.33326], [-1.09063, -1.12843, -1.67228], [-3.42606, 5.77493, 8.49845], [3.89750, -5.83532, 6.19391], [1.31157, -3.99184, 4.49252], [9.15096, 2.82064, -1.77368], [4.88757, -0.41426, -2.19644], [2.62655, -4.62175, 0.26094], [0.60967, 4.40143, 4.69493], [-10.23108, -4.95094, -2.92199], [-1.83477, -1.16709, -0.32400], [-5.23236, 2.46322, -2.12094], [-1.54074, 1.33064, -4.96182], [0.69588, 0.49436, -1.11710], [8.50960, 3.13731, 0.48388], [-5.31026, -1.09910, -4.06254], [-0.28309, 5.83539, 6.57020], [-6.39605, -0.90041, -3.00045], [2.83577, -0.26962, 1.90171], [7.28069, 2.92950, 1.36120], [-4.56832, 3.31579, -1.02601], [8.77904, 6.92153, -4.34787], [-0.62301, 2.51984, -4.74729], [-5.32457, -5.17994, -0.20096], [-0.33183, -8.76637, -2.84076], [0.76094, 4.12198, -0.60477], [-0.14344, -2.52171, 3.12095], [-1.91670, 1.10425, -6.45379], [-8.53776, -1.64570, -2.28533], [4.21826, 5.05951, 2.33263], [-1.96685, -4.77876, -2.39663], [4.07342, 0.38450, 1.25710], [-3.94412, -0.50169, 0.64532], [-0.29250, -6.64363, -1.92131], [-3.06754, 3.47323, -1.33035], [5.02340, 3.80902, 2.04065], [5.31687, 1.85841, -1.95731], [-9.67047, -2.63949, -2.68534], [-1.66063, 2.55800, 2.39784], [4.64150, 3.26582, -1.88568], [7.21568, 5.61459, -3.21877], [-6.31815, -5.52933, 0.82789], [0.12409, 3.87296, 3.36780], [2.74983, 6.68564, 1.28297], [-1.52002, 6.45912, 7.31215], [-5.64286, -3.83102, -0.88107], [-3.81268, -3.00526, 3.42664], [-1.46975, -5.81207, -1.40426], [-3.76651, -2.96859, -4.66372], [1.19995, 1.95114, -1.30328], [2.74450, -4.52435, 4.64690], [2.14609, 0.73026, 2.80336], [1.79684, -3.50550, -0.49243], [3.27361, -5.67605, -0.60651], [3.39907, -4.04183, 0.76593], [6.39824, 4.08460, -1.45618], [-2.60239, 0.27826, -6.64268], [-1.16977, -4.15080, -2.79467], [4.70630, -5.10649, 6.14142], [0.65161, -4.84918, 4.62488], [3.13960, 7.50271, 1.89009], [1.37507, -2.79822, 0.22168], [-2.32662, -2.13969, -0.33935], [9.77443, 3.71336, -1.82300], [-1.90241, -1.24526, -2.39024], [-3.91566, 4.93347, 8.98871], [3.79769, 1.08791, 0.47143], [-10.09538, -2.34619, -3.64530], [5.47265, -0.59122, -1.29396], [0.08321, 4.73666, -0.01235], [-1.13355, 0.75236, -7.12532], [-2.52576, -5.20151, -3.23149], [1.36272, 0.29778, 3.42577], [1.77924, 4.45564, -0.40515], [7.73132, 2.66715, 2.31839], [3.84410, -6.30312, 7.17697], [4.71812, -0.35538, 0.78270], [-2.48760, 2.55224, -1.27082], [1.72485, 1.54343, 2.21225], [-5.69833, -0.95416, -5.07076], [3.85536, -1.10985, 3.38590], [-10.90318, -4.98841, -2.06468], [-0.23116, -2.03879, 2.14771], [6.21063, 4.47750, 0.48139], [-4.16778, -1.56736, 0.69479], [-2.16310, 6.96823, 6.59427], [-1.21758, 7.09056, 8.14757], [-3.99493, -3.85059, 2.76308], [5.54655, -0.56791, -3.05098], [-4.36665, -0.56811, -3.93710], [1.56101, -4.56910, 1.84912], [-4.04449, 6.15910, 7.68724], [-1.19384, -1.05623, 0.55066], [5.75156, 1.67878, -0.97401], [-4.73461, 1.50459, -2.26719], [-0.30006, 2.47121, -3.70737], [-7.30078, -5.39765, 0.37490], [-10.72607, -4.81037, -3.88288], [-6.15431, 4.49423, -1.00847], [-1.31522, 4.78728, 5.14673], [3.84838, 3.38797, -2.62334], [-0.08212, -1.76618, 3.90422], [6.15070, 1.74074, -2.64940], [-6.29518, 2.35299, -1.90564], [4.25198, 3.40444, -0.87714], [-6.19259, -6.55802, 1.16573], [-1.42693, -3.95723, 4.20514], [6.76429, 2.02894, 1.02888], [-6.65889, -3.89952, -1.26977], [-0.63126, 0.15168, -3.71413], [8.72786, 2.65221, -2.76399], [-5.88861, -1.22089, -2.09056], [-3.79354, -2.54092, -5.66595], [9.77191, 1.97496, -1.47813], [9.22282, 6.95078, -3.35273], [6.63456, 3.63515, -3.68960], [-3.65046, -0.01017, 1.57283], [-1.21437, 0.74295, -1.56331], [1.04518, -4.02743, -1.08463], [-9.65107, -5.87378, -2.92997], [9.08834, 4.04586, 0.65030], [5.40118, 4.73874, -4.06359], [-4.65863, -2.31901, 3.46562], [2.57592, 7.04381, 0.26829], [1.82550, -2.73014, 2.95068], [-0.93971, -9.16003, -3.65538], [0.57208, 4.46899, -1.62065], [6.79244, 6.55949, -2.87799], [-0.57637, -9.17797, -1.86153], [7.98346, 5.31026, -2.50743], [-4.87196, -0.05199, 0.29179], [0.19549, -7.14532, -1.08569], [3.95757, -6.16572, 0.08668], [1.41008, -0.30798, -1.30222], [-6.41623, -4.85454, 1.67827], [0.29372, 2.42974, -5.33003], [-5.18507, 2.93854, -3.10070], [0.12390, 5.03946, 7.19386], [4.67693, 0.91254, 1.99538], [3.41063, 4.81419, 3.02231], [0.74193, -8.94477, -2.89827], [4.77119, 5.79826, 2.91280], [-2.49407, 4.18578, -0.73747], [4.12486, -1.18809, -2.28338], [-7.23124, -2.66744, -3.40016], [0.51440, 6.56920, 6.45348], [-5.33128, -5.97420, -0.94742], [0.50931, -6.01800, -2.31345], [-1.77270, 3.30852, 1.61537], [2.58425, -6.37403, -1.08160], [-10.49192, -2.44454, -1.99591], [-9.04066, -0.68229, -2.20155], [8.32619, 7.86593, -4.64974], [-4.01066, -5.73786, 0.95030], [-8.11001, -1.95679, -1.33225], [-2.66564, -4.07792, -1.93991], [3.79063, -5.16297, -1.41740], [-2.85206, -2.70920, -4.13025], [0.08341, 4.67929, 2.63549], [-5.63928, -3.09292, -0.07901], [-2.50058, 1.41162, -4.45167], [2.53261, -2.95576, -1.07940], [-0.37141, -1.93988, -1.78343], [1.11567, 2.32908, -2.32218], [-3.84543, -3.49784, 4.39844], [1.80385, 6.40450, 1.74575], [-1.07482, 3.49253, -4.94180], [2.24680, 2.03110, -1.01033], [-3.17919, 6.64080, 9.11279], [-2.98099, 3.87243, -2.34091], [3.41982, -3.66965, 4.60772], [3.06406, -5.14389, 3.80895], [-1.07393, -5.97270, 0.49727], [0.90034, 3.16955, 3.06656], [-2.67767, 2.18311, 2.51268], [-1.00317, 1.74084, 2.10104], [0.82720, 3.55889, 5.35136], [2.88902, 1.10729, 3.50620], [-2.33266, 1.93527, -7.02342], [2.16532, -0.61803, 1.11608], [-2.22692, -6.56802, -1.19608], [-2.15252, -4.88571, 0.10142], [-6.50953, 0.17761, -2.88601], [1.06311, -3.35733, 5.34326], [-4.81628, 3.02108, -0.00632], [9.13848, 2.28378, 0.73706], [-1.62842, -3.87022, 2.42054], [4.08817, -6.62913, 5.47169], [4.41847, 3.17998, 1.38760], [5.24291, 3.38709, 3.02141], [-3.80702, -4.05775, -4.65042], [9.62074, 6.80055, -5.02979], [-5.00037, -3.53520, -1.71040], [0.31903, 0.36728, -0.10225], [1.55247, 4.94437, 4.62821]],
  "lowdin_charge": [-0.247, -0.238, -0.066, -0.066, -0.195, -0.072, -0.089, -0.205, -0.172, -0.207, -0.179, -0.218, -0.191, -0.183, -0.196, -0.184, -0.072, -0.204, -0.021, -0.056, -0.036, 0.055, -0.057, -0.065, -0.053, -0.209, -0.218, -0.150, -0.146, -0.126, -0.169, -0.087, -0.104, -0.497, -0.214, -0.087, -0.181, -0.066, -0.500, -0.147, -0.212, -0.171, -0.175, -0.233, -0.454, -0.184, -0.444, -0.101, -0.047, -0.465, -0.090, -0.117, -0.164, -0.061, -0.181, -0.188, -0.040, -0.034, -0.062, -0.234, -0.038, -0.199, -0.196, -0.250, -0.114, -0.164, -0.254, -0.069, -0.183, -0.112, -0.160, -0.032, -0.089, -0.462, -0.071, -0.172, -0.214, -0.045, -0.031, -0.046, 0.119, 0.056, 0.058, 0.081, 0.086, 0.115, 0.085, 0.051, 0.108, 0.088, 0.108, 0.094, 0.063, 0.120, 0.073, 0.080, 0.073, 0.074, 0.081, 0.073, 0.114, 0.090, 0.074, 0.060, 0.063, 0.120, 0.102, 0.086, 0.095, 0.079, 0.064, 0.117, 0.114, 0.062, 0.086, 0.108, 0.014, 0.082, 0.099, 0.089, 0.058, 0.040, 0.085, 0.089, 0.080, 0.092, 0.124, 0.114, 0.112, 0.073, 0.085, 0.089, 0.119, 0.095, 0.067, 0.014, 0.089, 0.101, 0.088, 0.089, 0.084, 0.103, 0.081, 0.086, 0.050, 0.087, 0.132, 0.128, 0.088, 0.092, 0.063, 0.094, 0.089, 0.129, 0.082, 0.104, 0.079, 0.118, 0.082, 0.116, 0.089, 0.088, 0.089, 0.106, 0.066, 0.097, 0.084, 0.122, 0.066, 0.079, 0.096, 0.105, 0.144, 0.115, 0.078, 0.061, 0.111, 0.118, 0.088, 0.087, 0.106, 0.058, 0.078, 0.064, 0.111, 0.075, 0.120, 0.061, 0.110, 0.105, 0.078, 0.072, 0.079, 0.087, 0.082, 0.082, 0.114, 0.121, 0.085, 0.087, 0.083, 0.081, 0.116, 0.086, 0.069, 0.117, 0.133, 0.028, 0.097, 0.122, 0.130, 0.117, 0.112, 0.087, 0.090, 0.122, 0.077, 0.083, 0.064, 0.099, 0.105],
  "energy_ha": -3917.32656,
  "orbital_gap_ev": 9.05,
  "e_lumo_ev": 0.40,
  "e_homo_ev": -8.65,
  "smiles": "COC[C@H](C)N.COCCNCCOC.COCCNCCOC.COCCNCCOC.COCCNCCOC.COCCNCCOC.COCCNCCOC.CC(C)O.CC(C)O.CC(C)O.CC(C)O.CC(C)O"
}